A single C18H26F3N5O2 molecule. Source: the OMol25 dataset; level of theory: ωB97M-V/def2-TZVPD.

Cartesian coordinates (Å):
C  -5.35941  2.55574  0.14887
H  -3.73150  -5.51664  -0.17267
H  2.45592  2.53107  0.15034
C  -5.27816  1.91236  -1.25039
C  4.60921  1.52766  -1.19442
N  -3.19519  -2.04144  0.47475
F  -5.84183  1.73955  1.08039
H  2.62885  -1.71247  0.72766
H  4.11619  0.04116  -2.67774
H  5.78443  -0.93941  -1.12230
C  4.44614  1.72548  0.31216
H  2.06527  -0.78267  -1.53809
N  -5.21914  -1.54781  -0.65901
C  4.00352  0.18352  -1.59688
C  -2.90972  -0.74102  0.41381
H  -0.98274  1.31841  1.94672
C  -4.35569  -2.39557  -0.07050
F  -6.15879  3.63925  0.13688
F  -4.16810  2.99491  0.58024
H  5.06674  0.74458  2.13310
H  4.30785  -1.90766  -1.15029
C  -4.82252  -0.29587  -0.65969
C  4.56297  -0.74013  0.64842
O  0.98772  0.24629  0.69392
H  -3.03845  -4.29928  0.92690
C  0.01125  1.04462  0.06300
H  2.93731  -0.62103  2.07708
H  -5.62171  -3.88418  -0.46438
H  5.66842  1.55118  -1.45925
H  -2.01897  1.64470  0.53017
C  5.16762  0.60252  1.05508
H  4.11188  2.33750  -1.73331
H  -0.22284  0.65611  -0.93858
O  -5.67455  0.57189  -1.24899
N  -1.77789  -0.34091  1.00032
C  2.96002  1.71290  0.66954
C  3.07912  -0.75768  1.00406
H  -4.51522  -5.17860  1.38638
H  2.00560  0.96818  -1.78768
C  -1.24629  0.99320  0.93599
H  4.87592  2.69089  0.60263
H  -4.24641  2.02185  -1.60655
C  4.72492  -0.94180  -0.85728
H  0.33951  2.08701  -0.02887
N  -3.69699  0.18318  -0.16386
N  -4.72086  -3.68221  -0.06116
C  2.51532  0.16867  -1.24524
H  5.07194  -1.54900  1.18385
C  2.34506  0.36634  0.26486
C  -3.96215  -4.73544  0.55482
H  -5.97560  2.43363  -1.91101
H  -1.16326  -1.06368  1.34126
H  2.82305  1.85888  1.74296
H  6.23224  0.62124  0.81200

highest occupied orbital energy	-8.890	eV
SMILES string	CNc1nc(NCCO[C@]23C[C@H]4C[C@H](C[C@H](C4)C2)C3)nc(OCC(F)(F)F)n1
charge	0
ΔE to the lowest compared entry with this formula, charge and spin	2.8	kcal per mole

Atomic partial charges in e from the natural (NBO) method, atoms 1 to 4: 0.953, 0.194, 0.205, -0.160

=====

3 unconnected molecules or ions with the total composition C18H26FINO2PS. Source: the OMol25 dataset; level of theory: ωB97M-V/def2-TZVPD.

Cartesian coordinates (Å):
H  6.41042  -0.71812  -0.77968
C  -3.97676  0.75067  0.95585
C  -1.10650  -1.77508  -3.45576
H  -4.03863  -1.28368  1.64128
H  4.03850  -0.05783  -0.99309
C  0.57124  -0.58205  -4.69966
H  -1.85652  -1.79727  -2.67443
H  -0.94329  0.08649  3.77161
P  -1.45830  -0.07918  1.46595
H  -6.63637  -1.32096  1.63548
H  4.29153  2.04738  2.72605
C  -0.46073  0.45260  0.00483
S  -2.49303  2.78314  1.69217
C  -0.37490  0.34510  2.87697
H  0.94641  -1.14538  1.92143
H  -5.86336  -1.20441  0.05892
C  0.92684  -0.47882  2.78811
C  -6.01285  -0.68634  1.01010
C  0.09823  -2.88251  -5.21608
C  4.61392  0.25882  -0.13232
H  -4.64518  1.60735  0.90754
H  -6.55753  0.23943  0.81715
H  1.79508  0.17327  2.71168
O  -3.30646  3.44892  0.73646
C  5.94580  -0.11302  -0.01178
H  0.28824  -3.76804  -5.80884
H  1.05550  -1.10726  3.66755
H  7.72057  0.00159  1.18701
H  -0.58213  0.27572  -3.10832
F  -1.01448  2.91357  1.14887
C  0.81465  -1.71843  -5.45873
H  0.49343  0.89264  0.29696
H  -0.99831  1.18607  -0.59705
O  -2.40655  3.20810  3.03778
I  -4.90907  0.03082  3.74996
H  -3.77661  0.43628  -0.07728
N  -2.70568  1.15924  1.60352
C  6.08717  1.06753  2.07884
H  6.66175  1.38250  2.94038
H  -0.16360  1.41129  2.93426
C  4.75547  1.44028  1.95884
C  -4.66948  -0.39919  1.66324
H  2.98234  1.32896  0.75713
C  -0.39026  -0.61120  -3.69894
C  -0.86205  -2.91166  -4.21427
C  6.68187  0.29152  1.09345
H  -0.26490  -0.42331  -0.61358
H  1.56346  -1.69708  -6.24007
C  4.02068  1.03571  0.85303
H  1.13035  0.32560  -4.88748
H  -1.41994  -3.81976  -4.02504

highest occupied orbital energy	-9.361	eV
SMILES string	CCP(C)N(C[C@H](C)I)S(=O)(=O)F.c1ccccc1.c1ccccc1
charge	0

Atomic partial charges in e from the natural (NBO) method, atoms 1 to 4: 0.213, -0.257, -0.217, 0.232

=====

3 unconnected molecules or ions with the total composition C18H26FIO7S2. Source: the OMol25 dataset; level of theory: ωB97M-V/def2-TZVPD.

Cartesian coordinates (Å):
H  2.66076  2.86586  4.26367
C  -5.38418  -0.50904  -5.01267
C  1.72855  -0.24368  -0.55220
H  4.50328  1.84029  6.47352
O  6.75100  1.45723  4.33728
O  -4.62362  -0.63522  -1.51942
C  2.61104  -0.76657  0.54595
F  1.39926  -0.20076  -2.85170
I  6.16336  -2.51963  -1.50326
C  3.96194  -1.33735  0.21733
C  3.23913  -1.51744  -2.08048
O  -3.58338  -1.10822  0.43243
H  -2.82163  0.64503  -0.86915
C  -4.75355  -2.34358  -3.53222
H  4.72166  -1.45229  0.98419
O  2.28483  -0.71748  1.71630
H  -0.70959  1.22633  -1.79910
C  3.54114  2.97210  4.90124
S  -5.58547  -1.19551  -2.43800
O  3.31311  -2.10063  -3.14097
H  4.54283  3.67135  3.08722
H  3.36773  3.82341  5.55852
C  4.27017  0.65374  4.68533
H  -5.96413  -0.18294  -5.87534
C  4.78560  3.19090  4.03192
C  -1.98602  0.60745  -0.16699
C  -5.99503  0.01396  -3.70667
H  -6.33443  -2.45117  -4.99691
H  -5.58235  0.97872  -3.42222
H  3.47431  0.32225  4.01671
C  4.29412  -1.70308  -1.01898
H  0.96582  1.70161  -0.25010
C  -0.70979  0.47343  -1.00110
S  5.46071  1.55856  3.70482
H  -2.02417  1.51945  0.43533
H  -0.71429  -0.48899  -1.52197
H  -4.71654  -2.47290  -5.70282
H  0.34573  0.50267  0.86673
H  -3.68637  -2.12470  -3.49084
H  4.75335  -0.20432  5.14709
H  -7.08011  0.07874  -3.76888
C  -2.24690  -0.65907  0.69143
H  -2.13764  -0.37802  1.74686
H  5.54618  3.76711  4.55576
O  5.27038  1.23116  2.31445
C  -5.32677  -2.03785  -4.91213
H  -4.94068  -3.36354  -3.20351
H  2.83815  1.33790  6.17205
C  0.59267  0.67313  -0.18718
H  -1.56126  -1.46097  0.39496
H  -4.37250  -0.11422  -5.13031
C  3.75605  1.67654  5.69340
H  -3.56443  -2.06825  0.43643
C  2.06727  -0.62386  -1.78209
O  -6.80531  -1.80766  -1.97374

highest occupied orbital energy	-9.433	eV
SMILES string	O=C1C=C(I)C(=O)C(F)=C1CCCCO.O=S1(=O)CCCC1.O=S1(=O)CCCC1
charge	0

Atomic partial charges in e from the natural (NBO) method, atoms 1 to 4: 0.210, -0.401, -0.122, 0.214

=====

Sequential F_max output: 0.0122 0.0132 0.0370 Eh/bohr
Sequential gap between HOMO and LUMO output: 0.3509 0.3634 0.2976 Eh